Below is 13 unconnected molecules or ions with the total composition C42H118N8O13, with properties calculated with ωB97M-V with the def2-TZVPD basis set.

Each line ends with the Löwdin charge.
Positions of all 181 atoms, in Å:
C (0.62, -13.16, -8.77)  -0.065
C (-0.39, -13.35, -7.62)  -0.435
C (-1.88, -13.10, -8.06)  -0.201
O (-2.06, -11.73, -8.36)  -0.184
C (-3.44, -11.34, -8.35)  -0.104
N (-0.13, -14.55, -6.89)  0.023
H (0.52, -12.23, -9.32)  0.073
H (0.31, -13.85, -9.57)  0.071
H (1.64, -13.37, -8.45)  0.072
H (-0.14, -12.58, -6.89)  0.129
H (-2.64, -13.59, -7.45)  0.117
H (-2.08, -13.73, -8.92)  0.113
H (-3.69, -11.19, -7.30)  0.091
H (-4.15, -12.02, -8.81)  0.082
H (-3.49, -10.47, -9.01)  0.087
H (-0.21, -15.38, -7.46)  0.066
H (0.85, -14.53, -6.66)  0.065
C (0.15, -18.42, 0.25)  -0.048
C (0.64, -18.06, -1.21)  -0.458
C (0.78, -19.33, -2.06)  -0.217
O (1.50, -20.49, -1.63)  -0.153
C (2.75, -20.09, -1.15)  -0.142
N (-0.29, -17.20, -1.82)  0.034
H (0.97, -18.37, 0.97)  0.062
H (-0.24, -19.44, 0.30)  0.072
H (-0.54, -17.80, 0.81)  0.068
H (1.59, -17.58, -1.00)  0.126
H (1.13, -18.90, -3.01)  0.117
H (-0.18, -19.74, -2.35)  0.125
H (3.45, -20.79, -1.61)  0.086
H (2.87, -20.08, -0.07)  0.091
H (3.17, -19.16, -1.52)  0.085
H (-1.13, -17.73, -1.99)  0.079
H (0.07, -16.97, -2.73)  0.073
C (-5.83, -20.37, -7.04)  -0.085
C (-4.40, -20.61, -7.26)  -0.515
C (-3.61, -19.33, -7.09)  -0.163
O (-3.78, -18.49, -8.30)  -0.182
C (-2.93, -19.02, -9.36)  -0.113
N (-4.04, -21.67, -6.41)  0.055
H (-6.14, -19.50, -7.62)  0.082
H (-6.09, -20.07, -6.02)  0.087
H (-6.47, -21.20, -7.33)  0.085
H (-4.28, -20.85, -8.32)  0.126
H (-2.55, -19.40, -6.82)  0.118
H (-3.98, -18.67, -6.31)  0.125
H (-3.08, -18.54, -10.33)  0.086
H (-2.86, -20.10, -9.46)  0.073
H (-1.87, -18.84, -9.18)  0.073
H (-3.40, -21.34, -5.70)  0.072
H (-3.32, -22.08, -6.99)  0.075
C (11.88, -19.07, 5.64)  -0.029
C (11.18, -17.86, 6.26)  -0.497
C (9.66, -17.72, 6.39)  -0.172
O (9.02, -17.55, 5.11)  -0.187
C (7.81, -18.23, 5.06)  -0.149
N (11.64, -17.55, 7.54)  0.005
H (11.51, -19.03, 4.61)  0.075
H (11.51, -19.92, 6.21)  0.082
H (12.97, -18.95, 5.62)  0.080
H (11.53, -16.89, 5.90)  0.138
H (9.28, -16.89, 6.99)  0.133
H (9.42, -18.71, 6.78)  0.119
H (7.93, -19.31, 5.04)  0.085
H (7.20, -18.00, 4.19)  0.083
H (7.16, -17.91, 5.88)  0.086
H (11.71, -18.47, 7.93)  0.069
H (12.62, -17.34, 7.44)  0.079
C (12.61, -18.89, -0.60)  -0.057
C (11.18, -19.17, -1.20)  -0.449
C (10.18, -19.93, -0.35)  -0.169
O (10.55, -21.32, -0.12)  -0.194
C (9.50, -22.10, 0.39)  -0.129
N (10.70, -17.89, -1.56)  0.023
H (12.62, -18.37, 0.36)  0.074
H (13.15, -18.25, -1.29)  0.067
H (13.16, -19.81, -0.41)  0.071
H (11.39, -19.79, -2.07)  0.138
H (9.28, -19.96, -0.97)  0.120
H (9.99, -19.40, 0.59)  0.127
H (9.31, -21.61, 1.35)  0.078
H (9.70, -23.11, 0.74)  0.086
H (8.61, -22.07, -0.23)  0.084
H (10.48, -17.36, -0.73)  0.076
H (11.56, -17.43, -1.79)  0.055
C (9.23, -24.97, -10.12)  -0.062
C (8.58, -25.86, -8.98)  -0.368
C (7.77, -25.02, -7.99)  -0.248
O (8.70, -24.17, -7.31)  -0.169
C (8.02, -23.45, -6.27)  -0.106
N (7.72, -26.88, -9.73)  0.028
H (9.85, -24.13, -9.84)  0.073
H (8.56, -24.52, -10.86)  0.068
H (9.73, -25.66, -10.80)  0.070
H (9.26, -26.42, -8.34)  0.127
H (7.11, -25.66, -7.41)  0.121
H (7.08, -24.49, -8.64)  0.119
H (7.03, -23.11, -6.56)  0.076
H (8.43, -22.43, -6.33)  0.089
H (7.93, -24.02, -5.35)  0.093
H (6.79, -26.97, -9.35)  0.051
H (7.62, -26.44, -10.64)  0.039
C (0.76, -21.59, 10.19)  -0.076
C (-0.10, -22.16, 9.01)  -0.387
C (-0.36, -21.12, 7.88)  -0.226
O (-1.04, -20.04, 8.46)  -0.188
C (-0.96, -18.96, 7.53)  -0.101
N (0.75, -23.31, 8.58)  0.018
H (1.70, -21.14, 9.86)  0.074
H (0.92, -22.20, 11.08)  0.069
H (0.19, -20.75, 10.58)  0.059
H (-1.07, -22.46, 9.42)  0.127
H (-0.91, -21.59, 7.06)  0.123
H (0.64, -20.82, 7.56)  0.122
H (0.05, -18.56, 7.58)  0.090
H (-1.51, -18.13, 7.98)  0.085
H (-1.38, -19.23, 6.56)  0.093
H (0.51, -24.09, 9.18)  0.064
H (0.43, -23.59, 7.67)  0.054
C (-1.53, -29.17, -0.71)  -0.079
C (-0.42, -29.82, -1.46)  -0.438
C (0.83, -28.92, -1.68)  -0.179
O (0.44, -27.70, -2.38)  -0.194
C (1.55, -26.85, -2.68)  -0.108
N (-0.02, -31.08, -0.81)  0.032
H (-1.04, -28.73, 0.16)  0.075
H (-2.27, -29.89, -0.34)  0.075
H (-2.05, -28.29, -1.09)  0.079
H (-0.74, -29.98, -2.48)  0.132
H (1.60, -29.45, -2.24)  0.118
H (1.31, -28.69, -0.73)  0.113
H (1.17, -25.91, -3.10)  0.086
H (2.21, -27.28, -3.43)  0.079
H (2.19, -26.66, -1.81)  0.078
H (-0.79, -31.70, -0.62)  0.064
H (0.57, -31.04, 0.01)  0.067
C (0.84, -24.74, 2.14)  -0.062
C (2.29, -25.14, 2.53)  -0.361
O (2.10, -25.70, 3.75)  -0.088
H (0.97, -24.11, 1.26)  0.061
H (0.32, -24.07, 2.83)  0.077
H (0.35, -25.66, 1.84)  0.072
H (3.04, -24.35, 2.61)  0.106
H (2.76, -25.94, 1.97)  0.106
H (2.92, -26.13, 4.00)  0.088
C (3.21, -13.80, 7.01)  -0.083
C (2.66, -13.11, 5.70)  -0.308
O (2.40, -14.13, 4.76)  -0.089
H (4.12, -14.37, 6.85)  0.063
H (2.40, -14.45, 7.36)  0.067
H (3.47, -13.14, 7.83)  0.064
H (3.36, -12.38, 5.29)  0.106
H (1.71, -12.71, 6.04)  0.101
H (2.11, -13.72, 3.94)  0.079
C (-6.81, -17.58, 3.43)  -0.103
C (-7.55, -18.66, 4.21)  -0.304
O (-6.55, -19.54, 4.72)  -0.099
H (-7.45, -16.77, 3.07)  0.072
H (-6.20, -17.94, 2.60)  0.070
H (-5.95, -17.14, 3.93)  0.071
H (-8.22, -19.22, 3.55)  0.109
H (-8.01, -18.21, 5.09)  0.107
H (-6.92, -20.31, 5.13)  0.076
C (5.95, -13.87, -4.47)  -0.114
C (5.69, -15.25, -4.04)  -0.316
O (5.06, -15.86, -5.18)  -0.093
H (5.15, -13.43, -5.07)  0.083
H (6.95, -13.78, -4.91)  0.075
H (6.27, -13.17, -3.69)  0.071
H (5.16, -15.45, -3.11)  0.110
H (6.65, -15.75, -3.92)  0.107
H (5.80, -16.28, -5.63)  0.075
C (1.95, -9.75, -0.77)  -0.093
C (1.62, -11.18, -1.20)  -0.301
O (0.81, -11.73, -0.13)  -0.098
H (2.53, -9.30, -1.57)  0.067
H (2.54, -9.85, 0.14)  0.073
H (1.14, -9.03, -0.65)  0.074
H (2.51, -11.78, -1.41)  0.104
H (1.02, -11.17, -2.12)  0.103
H (0.37, -12.50, -0.50)  0.072

Calculated values
**Frontier orbital gap**: 9.270 eV
**Relative energy (zero: lowest compared OMol25 entry of this formula, charge and spin)**: 891.4 kJ/mol
**Highest occupied orbital energy**: -0.3376 Ha
**F_max**: 3.95 eV Å⁻¹